Below is a molecular structure, C22H24N8O3SW in a non-equilibrium geometry, with properties calculated with ωB97M-V/def2-TZVPD.

Cartesian coordinates (Å):
W1 0.26 -0.04 -0.37
C1 0.59 3.78 2.01
C2 0.25 2.70 1.04
N1 0.64 1.43 1.16
N2 1.30 1.11 2.34
C3 2.17 0.10 2.34
N3 2.80 -0.21 3.46
S1 2.42 -0.75 0.89
C4 -0.56 2.90 -0.11
C5 -1.20 4.12 -0.42
C6 -1.94 4.21 -1.56
C7 -2.04 3.09 -2.40
C8 -1.42 1.93 -2.05
N4 -0.69 1.80 -0.91
H1 1.57 3.62 2.46
H2 -0.15 3.85 2.82
H3 0.63 4.75 1.52
H4 1.05 1.60 3.19
H5 2.72 0.33 4.30
H6 3.45 -0.98 3.46
H7 -1.10 4.96 0.25
H8 -2.44 5.14 -1.81
H9 -2.60 3.13 -3.32
H10 -1.48 1.06 -2.68
N5 1.99 1.30 -1.15
C9 2.83 0.66 -2.18
C10 1.91 -0.19 -3.00
O1 2.17 -0.59 -4.11
N6 0.73 -0.47 -2.34
C11 -0.20 -1.26 -3.14
C12 -1.40 -1.53 -2.28
O2 -2.23 -2.35 -2.47
O3 -1.43 -0.70 -1.18
H11 1.53 2.11 -1.56
H12 2.56 1.63 -0.38
H13 3.57 0.03 -1.69
H14 3.35 1.37 -2.81
H15 0.24 -2.20 -3.47
H16 -0.50 -0.74 -4.05
C13 -2.78 -0.23 2.88
C14 -2.98 -1.58 3.07
C15 -2.23 -2.48 2.32
C16 -1.31 -2.00 1.42
N7 -1.07 -0.69 1.28
C17 -1.81 0.18 1.98
C18 -0.51 -2.90 0.54
C19 -0.68 -4.26 0.50
C20 0.14 -5.03 -0.33
C21 1.12 -4.39 -1.06
C22 1.21 -3.02 -0.99
N8 0.41 -2.28 -0.22
H17 -3.36 0.51 3.41
H18 -3.72 -1.94 3.77
H19 -2.39 -3.54 2.44
H20 -1.65 1.23 1.79
H21 -1.45 -4.74 1.08
H22 0.01 -6.10 -0.38
H23 1.79 -4.94 -1.71
H24 1.94 -2.48 -1.59

Summary:
Highest occupied orbital energy (spin up / spin down), eV: -12.82 / -12.80
Orbital gap (spin up / spin down), eV: 5.5 / 5.5
Total charge: +2
ΔE to the lowest compared entry with this formula, charge and spin, kJ/mol: 7.63
Electronic energy, eV: -53917.4141

---

Below is a single C20H21N3O molecule, with properties calculated with ωB97M-V/def2-TZVPD.

Cartesian coordinates (Å):
O1 0.06 -2.18 1.20
C1 -0.36 -1.82 0.12
N1 -1.69 -1.82 -0.14
C2 -2.34 -1.40 -1.36
H1 -2.67 -2.28 -1.94
C3 -3.56 -0.51 -1.01
N2 -3.35 0.13 0.27
C4 -2.36 1.12 0.30
C5 -2.48 2.21 -0.57
C6 -1.56 3.24 -0.56
C7 -0.49 3.21 0.31
C8 -0.36 2.15 1.18
C9 -1.27 1.11 1.18
H2 -1.11 0.28 1.85
H3 0.48 2.10 1.86
H4 0.24 4.01 0.32
H5 -1.68 4.07 -1.24
H6 -3.33 2.26 -1.24
C10 -3.40 -0.86 1.32
H7 -3.03 -0.43 2.24
C11 -2.62 -2.14 0.92
H8 -3.30 -2.92 0.57
H9 -2.04 -2.53 1.76
H10 -4.46 -1.12 1.47
H11 -3.72 0.23 -1.80
H12 -4.47 -1.12 -0.93
H13 -1.65 -0.83 -1.98
C12 0.55 -1.35 -1.01
C13 1.97 -1.33 -0.56
C14 2.74 -2.40 -0.22
N3 3.98 -1.98 0.19
C15 4.03 -0.62 0.15
C16 5.05 0.26 0.48
C17 4.80 1.61 0.33
C18 3.57 2.07 -0.14
C19 2.55 1.21 -0.47
C20 2.77 -0.16 -0.32
H14 1.61 1.58 -0.82
H15 3.42 3.14 -0.24
H16 5.58 2.32 0.58
H17 6.00 -0.10 0.84
H18 4.71 -2.58 0.52
H19 2.49 -3.44 -0.24
H20 0.42 -2.02 -1.86
H21 0.26 -0.34 -1.30

Summary:
Highest occupied orbital energy, eV: -7.63
SMILES string: O=C(Cc1c[nH]c2ccccc12)N1CCN(c2ccccc2)CC1
Orbital gap, eV: 8.4
ΔE to the lowest compared entry with this formula, charge and spin, kJ/mol: 91.84
Electronic energy, eV: -27599.2406

---

Below is a molecular structure, C2H8N4 in a non-equilibrium geometry, with properties calculated with ωB97M-V/def2-TZVPD.

Cartesian coordinates (Å):
C1 -1.96 -0.68 -0.03
C2 1.81 -0.66 0.03
N1 -1.89 0.76 -0.11
N2 1.40 0.69 -0.33
N3 -0.91 0.15 -0.59
N4 0.75 0.08 0.66
H1 -1.72 -1.12 0.92
H2 -2.62 -1.35 -0.67
H3 1.59 -1.38 -0.71
H4 2.65 -0.79 0.61
H5 -2.28 1.60 0.06
H6 1.97 1.60 -0.47
H7 0.39 0.85 -1.13
H8 0.81 0.25 1.75

Summary:
Highest occupied orbital energy (spin up / spin down), eV: -20.86 / -20.86
Orbital gap (spin up / spin down), eV: 10.0 / 10.0
Total charge: +2
ΔE to the lowest compared entry with this formula, charge and spin, kJ/mol: 871.19
Electronic energy, eV: -8137.6390

---

Repeat the third record exactly.
Below is a molecular structure, C2H8N4 in a non-equilibrium geometry, with properties calculated with ωB97M-V/def2-TZVPD.

Cartesian coordinates (Å):
C1 -1.96 -0.68 -0.03
C2 1.81 -0.66 0.03
N1 -1.89 0.76 -0.11
N2 1.40 0.69 -0.33
N3 -0.91 0.15 -0.59
N4 0.75 0.08 0.66
H1 -1.72 -1.12 0.92
H2 -2.62 -1.35 -0.67
H3 1.59 -1.38 -0.71
H4 2.65 -0.79 0.61
H5 -2.28 1.60 0.06
H6 1.97 1.60 -0.47
H7 0.39 0.85 -1.13
H8 0.81 0.25 1.75

Summary:
Highest occupied orbital energy (spin up / spin down), eV: -20.86 / -20.86
Orbital gap (spin up / spin down), eV: 10.0 / 10.0
Total charge: +2
ΔE to the lowest compared entry with this formula, charge and spin, kJ/mol: 871.19
Electronic energy, eV: -8137.6390

---

Look up the electronic energy of the first one.
-53917.4141 eV

---

Look up the ΔE to the lowest compared entry with this formula, charge and spin of the first one.
7.63 kJ/mol